[1]
Below is a molecular structure, C26H62Cs2N4O14 in a non-equilibrium geometry, with properties calculated with wB97M-V/def2-TZVPD.

XYZ file:
```
108
C26H62Cs2N4O14 | OMol25 | wB97M-V/def2-TZVPD
Cs -0.53 -6.49 0.68
Cs -0.12 -1.82 0.58
O 0.21 -3.69 3.98
C -0.19 -4.55 3.10
O 0.06 -5.80 3.22
O -0.81 -4.08 2.21
H 0.64 -4.37 4.55
O 2.73 -4.19 -1.68
C 1.76 -4.88 -1.08
O 0.82 -4.22 -0.76
O 1.80 -6.15 -0.95
H 3.35 -4.96 -1.69
C -1.59 -0.36 3.99
O -1.85 -0.24 2.58
C -2.31 1.05 2.30
C -2.63 1.16 0.84
N -1.41 0.95 0.06
C -1.73 0.91 -1.42
C -0.52 1.19 -2.28
O -0.11 2.51 -2.04
C 0.92 2.93 -2.94
H -1.46 -1.42 4.19
H -2.44 -0.02 4.58
H -0.68 0.15 4.27
H -1.56 1.80 2.62
H -3.18 1.19 2.93
H -3.06 2.19 0.69
H -3.34 0.39 0.63
H -0.66 1.62 0.14
H -2.43 1.69 -1.64
H -2.15 -0.05 -1.70
H -0.81 1.10 -3.34
H 0.24 0.48 -2.05
H 1.39 3.80 -2.47
H 0.56 3.22 -3.94
H 1.64 2.12 -3.05
C 2.30 -1.36 3.39
O 2.60 -0.88 2.12
C 3.66 -1.61 1.57
C 3.88 -1.01 0.21
N 2.88 -1.44 -0.82
C 2.99 -0.79 -2.09
C 2.00 -1.28 -3.08
O 2.21 -0.58 -4.28
C 1.33 -0.99 -5.30
H 3.09 -1.15 4.14
H 2.15 -2.45 3.41
H 1.36 -0.88 3.66
H 3.47 -2.69 1.68
H 4.52 -1.35 2.23
H 4.91 -1.31 -0.11
H 3.83 0.09 0.40
H 3.10 -2.42 -0.92
H 3.95 -0.74 -2.66
H 2.75 0.30 -1.99
H 0.94 -1.14 -2.73
H 2.05 -2.38 -3.16
H 1.46 -2.08 -5.47
H 1.58 -0.52 -6.23
H 0.29 -0.82 -5.06
C 3.22 3.32 4.33
O 2.96 3.51 2.98
C 2.42 2.36 2.33
C 1.90 2.77 0.96
N 0.60 3.40 0.92
C 0.67 4.75 1.47
C 1.53 5.73 0.68
O 0.99 5.85 -0.65
C 1.86 6.53 -1.46
H 3.40 4.29 4.75
H 4.14 2.77 4.51
H 2.36 2.85 4.82
H 1.54 2.04 2.88
H 3.10 1.50 2.31
H 1.89 1.90 0.31
H 2.62 3.48 0.49
H 0.40 3.54 -0.07
H 1.14 4.71 2.44
H -0.35 5.12 1.57
H 2.54 5.31 0.68
H 1.59 6.68 1.23
H 1.93 7.60 -1.22
H 1.53 6.42 -2.51
H 2.88 6.13 -1.36
C -5.89 -0.53 1.65
O -5.32 -1.45 0.73
C -4.32 -2.27 1.36
C -3.74 -3.13 0.27
N -3.13 -2.38 -0.84
C -2.78 -3.22 -1.99
C -2.41 -2.39 -3.17
O -3.55 -1.59 -3.45
C -3.31 -0.67 -4.53
H -6.55 -1.08 2.33
H -6.44 0.22 1.11
H -5.05 -0.09 2.21
H -4.76 -3.01 2.07
H -3.44 -1.69 1.72
H -4.46 -3.85 -0.13
H -2.92 -3.69 0.73
H -3.73 -1.66 -1.19
H -3.55 -3.98 -2.22
H -1.86 -3.73 -1.73
H -2.19 -3.09 -4.00
H -1.60 -1.73 -2.83
H -2.37 -0.07 -4.35
H -4.12 0.04 -4.65
H -3.23 -1.23 -5.51
```

Summary:
* net charge: 0
* frontier orbital gap: 8.82 eV
* electronic energy: -63687.146 eV
* LUMO: 0.22 eV
* E_HOMO: -8.60 eV
* multiplicity: 1

=====

[2]
Below is a single C6H7I molecule in a non-equilibrium geometry, with properties calculated with wB97M-V/def2-TZVPD.

XYZ file:
```
14
C6H7I | OMol25 | wB97M-V/def2-TZVPD
C 0.01 1.19 -0.20
C 1.35 1.09 -0.16
C -1.43 -0.39 0.47
C -0.82 -1.54 0.87
C -0.95 0.20 -0.86
C 1.97 -0.11 -0.60
I 4.02 -0.26 -0.20
H -0.41 1.94 0.47
H 1.90 1.82 0.38
H -1.17 -2.18 1.64
H -0.05 -1.88 0.12
H -1.62 0.73 -1.44
H -0.52 -0.60 -1.50
H -2.28 -0.03 1.02
```

Summary:
* net charge: 0
* frontier orbital gap: 6.87 eV
* electronic energy: -14431.021 eV
* LUMO: -1.09 eV
* E_HOMO: -7.97 eV
* multiplicity: 1
* relative energy (zero: lowest compared OMol25 entry of this formula, charge and spin): 356.2 kJ/mol

=====

[3]
Below is a single C3H3Cl2F molecule in a non-equilibrium geometry, with properties calculated with wB97M-V/def2-TZVPD.

XYZ file:
```
9
C3H3Cl2F | OMol25 | wB97M-V/def2-TZVPD
C 1.08 -0.93 -0.03
C 0.43 0.14 -0.43
C -0.88 0.49 0.16
F -1.13 -0.21 1.35
Cl -0.89 2.24 0.67
Cl -2.37 0.22 -0.78
H 2.07 -1.10 -0.35
H 0.68 -1.68 0.55
H 1.01 0.83 -1.13
```

Summary:
* net charge: 0
* frontier orbital gap: 11.47 eV
* electronic energy: -30920.935 eV
* LUMO: 0.66 eV
* E_HOMO: -10.81 eV
* multiplicity: 1
* relative energy (zero: lowest compared OMol25 entry of this formula, charge and spin): 36.7 kJ/mol

=====

[4]
Below is a single C7H10Br2O2 molecule in a non-equilibrium geometry, with properties calculated with wB97M-V/def2-TZVPD.

XYZ file:
```
21
C7H10Br2O2 | OMol25 | wB97M-V/def2-TZVPD
C -0.02 0.49 1.72
C 0.93 0.57 0.77
C 1.68 1.83 0.43
C 1.40 -0.65 0.00
C 0.77 -0.60 -1.43
O -0.62 -0.21 -1.44
C -1.55 -0.89 -0.83
O -1.47 -2.28 -0.87
C -2.52 -0.31 -0.12
Br -2.48 1.66 -0.07
Br -4.15 -1.12 0.42
H -0.75 -0.31 1.94
H -0.40 1.29 2.42
H 1.28 2.63 1.00
H 1.47 2.00 -0.63
H 2.78 1.83 0.60
H 1.24 -1.58 0.43
H 2.43 -0.48 0.04
H 1.12 0.26 -2.01
H 1.00 -1.49 -2.00
H -2.15 -2.64 -0.38
```

Summary:
* net charge: 0
* frontier orbital gap: 9.02 eV
* electronic energy: -151598.529 eV
* LUMO: 0.51 eV
* E_HOMO: -8.51 eV
* multiplicity: 1
* relative energy (zero: lowest compared OMol25 entry of this formula, charge and spin): 251.9 kJ/mol

=====

[5]
Below is 3 unconnected molecules or ions with the total composition C4H14N2O3S in a non-equilibrium geometry, with properties calculated with wB97M-V/def2-TZVPD.

XYZ file:
```
24
C4H14N2O3S | OMol25 | wB97M-V/def2-TZVPD
N 0.64 0.90 -3.29
C 0.02 1.28 -1.98
C -0.33 -0.10 -1.27
C 1.02 -0.82 -0.93
S 0.84 -1.91 0.52
N -1.18 -0.04 -0.08
C -0.87 0.98 0.82
O 0.25 1.46 0.84
H 1.32 0.07 -3.17
H 0.09 0.94 -4.16
H -0.98 1.82 -2.25
H 0.66 1.81 -1.30
H -0.77 -0.63 -2.18
H 1.47 -1.08 -1.83
H 1.69 0.06 -0.56
H 1.55 -1.25 1.45
H -1.75 -0.81 0.12
H -1.51 1.49 1.67
O -2.12 -0.88 2.36
H -2.45 -1.76 2.37
H -1.66 -0.54 3.07
O 1.50 -0.70 3.04
H 1.96 0.19 3.43
H 0.61 -0.49 3.31
```

Summary:
* net charge: 0
* frontier orbital gap: 8.49 eV
* electronic energy: -24330.194 eV
* LUMO: 0.15 eV
* E_HOMO: -8.34 eV
* multiplicity: 1
* relative energy (zero: lowest compared OMol25 entry of this formula, charge and spin): 366.4 kJ/mol

=====

[6]
Below is a single C5H9NO2S molecule in a non-equilibrium geometry, with properties calculated with wB97M-V/def2-TZVPD.

XYZ file:
```
18
C5H9NO2S | OMol25 | wB97M-V/def2-TZVPD
H -2.90 1.05 0.82
N -2.75 -0.03 0.96
C -1.77 -0.51 0.46
C -1.46 -1.91 0.35
S -0.65 0.64 -0.56
O -1.10 2.00 -0.45
O -0.67 0.18 -1.90
C 1.35 0.60 0.00
C 1.61 -0.22 1.03
C 2.11 1.37 -1.03
H -2.22 -2.58 0.87
H -1.19 -2.28 -0.64
H -0.54 -2.04 1.03
H 0.97 -0.81 1.64
H 2.56 -0.25 1.41
H 3.12 1.55 -0.85
H 2.04 1.02 -2.06
H 1.49 2.22 -1.10
```

Summary:
* net charge: 0
* frontier orbital gap: 10.20 eV
* electronic energy: -21747.831 eV
* LUMO: 0.67 eV
* E_HOMO: -9.53 eV
* multiplicity: 1
* relative energy (zero: lowest compared OMol25 entry of this formula, charge and spin): 369.5 kJ/mol

=====

[7]
Below is a single C5H10N2O molecule in a non-equilibrium geometry, with properties calculated with wB97M-V/def2-TZVPD.

XYZ file:
```
18
C5H10N2O | OMol25 | wB97M-V/def2-TZVPD
C 2.19 0.58 -0.32
C 1.07 0.34 0.42
C -0.25 1.04 0.17
N -0.86 1.44 1.42
N -0.95 0.06 -0.67
O -1.08 0.51 -1.99
C -0.33 -1.34 -0.48
C -0.51 -2.22 0.51
H 2.31 0.24 -1.35
H 3.12 0.96 0.08
H 1.20 0.00 1.44
H -0.09 1.95 -0.42
H -0.95 2.45 1.44
H -1.79 1.05 1.49
H -1.95 0.16 -2.25
H -0.20 -1.74 -1.48
H -1.18 -3.04 0.74
H 0.25 -2.43 1.26
```

Summary:
* net charge: 0
* frontier orbital gap (spin up / spin down): 7.71 / 6.92 eV
* electronic energy: -10365.926 eV
* LUMO (spin up / spin down): 0.04 / -0.35 eV
* E_HOMO (spin up / spin down): -7.67 / -7.27 eV
* multiplicity: 1
* relative energy (zero: lowest compared OMol25 entry of this formula, charge and spin): 904.9 kJ/mol

=====

[8]
Below is 2 unconnected molecules or ions with the total composition C4H9N6 in a non-equilibrium geometry, with properties calculated with wB97M-V/def2-TZVPD.

XYZ file:
```
19
C4H9N6 | OMol25 | wB97M-V/def2-TZVPD
C 0.98 -0.16 2.41
C -3.52 1.76 -1.07
C 0.66 -0.69 -1.47
C 1.13 0.05 3.74
N -0.04 0.36 1.78
N -2.51 1.28 -1.23
N 0.73 -0.53 -0.18
N 1.69 -1.29 -2.19
N -0.31 -0.24 -2.30
N -0.12 0.16 0.53
H 1.70 -0.76 1.97
H -4.47 2.17 -0.89
H 0.30 0.40 4.41
H 1.92 -0.23 4.45
H 2.57 -1.30 -1.64
H 1.81 -1.05 -3.15
H -1.12 0.30 -2.12
H -0.59 -0.83 -3.11
H -0.81 0.63 0.06
```

Summary:
* net charge: +1
* frontier orbital gap (spin up / spin down): 7.71 / 7.71 eV
* electronic energy: -13224.719 eV
* LUMO (spin up / spin down): -5.07 / -5.07 eV
* E_HOMO (spin up / spin down): -12.79 / -12.79 eV
* multiplicity: 1
* relative energy (zero: lowest compared OMol25 entry of this formula, charge and spin): 136.6 kJ/mol

=====

[9]
Below is 2 unconnected molecules or ions with the total composition C2H6NP in a non-equilibrium geometry, with properties calculated with wB97M-V/def2-TZVPD.

XYZ file:
```
10
C2H6NP | OMol25 | wB97M-V/def2-TZVPD
C -1.05 -0.59 -0.54
C 1.37 0.61 0.16
N -1.31 -0.35 0.80
P -0.42 0.96 -0.07
H 0.23 -1.48 -0.65
H -1.91 -0.87 -1.19
H 1.83 0.73 -0.92
H 1.55 -0.39 0.58
H 1.93 1.32 0.89
H -2.22 0.04 0.95
```

Summary:
* net charge: 0
* frontier orbital gap: 10.16 eV
* electronic energy: -12946.910 eV
* LUMO: 1.11 eV
* E_HOMO: -9.05 eV
* multiplicity: 1
* relative energy (zero: lowest compared OMol25 entry of this formula, charge and spin): 175.8 kJ/mol

=====

[10]
Below is a single C21H18F2NO5PS molecule in a non-equilibrium geometry, with properties calculated with wB97M-V/def2-TZVPD.

XYZ file:
```
49
C21H18F2NO5PS | OMol25 | wB97M-V/def2-TZVPD
C 7.90 0.10 -0.87
O 6.51 0.06 -1.17
C 5.77 0.83 -0.24
C 4.27 0.52 -0.42
C 3.53 0.36 0.93
C 2.26 -0.45 0.75
C 2.11 -1.62 1.45
C 0.98 -2.40 1.32
C -0.02 -1.97 0.49
C 0.12 -0.79 -0.20
C 1.26 -0.02 -0.10
N 1.35 1.20 -0.89
C 1.11 2.20 -0.24
S 1.17 3.63 0.41
C -1.05 -0.38 -1.08
O -0.88 0.14 -2.17
C -2.41 -0.71 -0.51
C -2.53 -1.91 0.15
C -3.70 -2.35 0.68
C -4.81 -1.55 0.57
F -5.95 -1.93 1.10
C -4.73 -0.33 -0.08
P -6.31 0.66 -0.18
O -7.36 -0.50 -0.67
O -6.70 1.06 1.39
C -3.53 0.10 -0.61
C -3.43 1.46 -1.30
C -3.46 2.55 -0.20
F -4.43 1.64 -2.23
C -1.28 -2.76 0.29
O -1.31 -3.97 0.23
H 8.11 0.71 0.01
H 8.47 0.51 -1.70
H 8.28 -0.91 -0.68
H 5.96 1.89 -0.45
H 6.06 0.55 0.78
H 3.81 1.35 -0.97
H 4.17 -0.38 -1.02
H 4.17 -0.18 1.64
H 3.30 1.33 1.39
H 2.88 -1.97 2.12
H 0.87 -3.34 1.84
H -3.76 -3.29 1.22
H -8.04 -0.07 -1.20
H -5.89 1.01 1.92
H -2.48 1.57 -1.82
H -3.08 2.08 0.72
H -4.48 2.86 0.03
H -2.79 3.38 -0.41
```

Summary:
* net charge: 0
* frontier orbital gap: 7.65 eV
* electronic energy: -59354.875 eV
* LUMO: -0.92 eV
* E_HOMO: -8.57 eV
* multiplicity: 1

=====

[11]
Below is a molecular structure, C46H60BMgN8O4S3, with properties calculated with wB97M-V/def2-TZVPD.

XYZ file:
```
123
C46H60BMgN8O4S3 | OMol25 | wB97M-V/def2-TZVPD
Mg -0.49 -2.55 -0.79
C 3.05 1.95 -5.17
C 2.09 2.62 -4.24
C 1.78 3.95 -4.24
C 0.85 4.51 -3.31
N 0.27 3.77 -2.39
N 0.58 2.48 -2.41
B 0.26 1.27 -1.47
N -1.26 1.12 -1.27
N -1.60 2.20 -0.53
C -2.83 2.34 -0.13
C -3.81 1.38 -0.48
C -3.48 0.30 -1.23
C -4.47 -0.76 -1.57
C -2.11 0.16 -1.66
S -1.61 -1.18 -2.59
C -3.16 3.56 0.70
C -1.89 4.38 0.99
C -4.15 4.43 -0.08
C -3.78 3.11 2.03
N 0.98 1.46 -0.11
N 1.84 2.49 -0.16
C 2.46 2.87 0.92
C 2.22 2.21 2.15
C 1.38 1.15 2.21
C 1.12 0.41 3.48
C 0.74 0.72 0.99
S -0.25 -0.66 1.01
C 3.35 4.10 0.79
C 4.47 4.08 1.84
C 3.96 4.16 -0.61
C 2.46 5.33 1.02
C 1.42 1.88 -3.24
S 1.37 0.23 -2.74
C 0.53 5.99 -3.34
C -0.04 6.35 -4.72
C 1.83 6.78 -3.09
C -0.49 6.35 -2.26
H 3.51 2.67 -5.84
H 2.53 1.20 -5.76
H 3.83 1.44 -4.60
H 2.24 4.60 -4.97
H -4.83 1.50 -0.13
H -5.46 -0.49 -1.20
H -4.16 -1.71 -1.11
H -4.51 -0.93 -2.65
H -1.40 4.69 0.06
H -1.17 3.79 1.56
H -2.16 5.26 1.57
H -3.72 4.76 -1.02
H -4.42 5.31 0.51
H -5.08 3.89 -0.30
H -3.10 2.46 2.58
H -4.72 2.57 1.87
H -4.00 3.98 2.64
H 2.71 2.55 3.06
H 1.65 0.88 4.31
H 1.44 -0.63 3.39
H 0.05 0.38 3.70
H 5.06 3.16 1.77
H 4.09 4.17 2.85
H 5.14 4.92 1.66
H 4.58 3.28 -0.81
H 4.60 5.05 -0.68
H 3.19 4.22 -1.37
H 2.00 5.31 2.01
H 1.66 5.36 0.27
H 3.05 6.24 0.94
H 0.67 6.14 -5.52
H -0.27 7.42 -4.75
H -0.95 5.80 -4.92
H 2.59 6.57 -3.85
H 2.25 6.53 -2.11
H 1.62 7.85 -3.11
H -1.42 5.80 -2.40
H -0.70 7.42 -2.32
H -0.11 6.13 -1.26
C 2.56 -2.42 -0.45
O 1.55 -2.76 -1.41
C 1.73 -4.10 -1.88
C 0.63 -4.40 -2.86
O -0.60 -4.11 -2.20
C -1.76 -4.56 -2.90
H 3.54 -2.52 -0.92
H 2.49 -3.07 0.42
H 2.40 -1.38 -0.17
H 1.70 -4.79 -1.03
H 2.71 -4.18 -2.37
H 0.67 -5.45 -3.15
H 0.71 -3.77 -3.76
H -1.78 -4.13 -3.90
H -2.62 -4.23 -2.33
H -1.74 -5.65 -2.96
O -2.25 -3.20 0.25
C -1.53 -3.95 0.96
N -1.93 -4.85 1.87
C -0.76 -5.50 2.47
C 0.37 -4.82 1.65
O 1.55 -5.09 1.75
N -0.18 -3.91 0.80
C -0.72 -6.99 2.21
C 0.19 -7.79 2.89
C 0.29 -9.14 2.61
C -0.53 -9.72 1.65
C -1.44 -8.93 0.96
C -1.53 -7.57 1.24
C -0.68 -5.15 3.95
C 0.17 -4.17 4.44
C 0.14 -3.83 5.79
C -0.73 -4.47 6.66
C -1.58 -5.46 6.17
C -1.55 -5.80 4.83
H -2.86 -4.90 2.24
H 0.83 -7.34 3.64
H 1.00 -9.75 3.15
H -0.46 -10.78 1.44
H -2.09 -9.37 0.21
H -2.25 -6.96 0.70
H 0.87 -3.67 3.78
H 0.82 -3.08 6.17
H -0.74 -4.21 7.71
H -2.26 -5.97 6.84
H -2.20 -6.59 4.46
```

Summary:
* net charge: +1
* frontier orbital gap: 7.71 eV
* electronic energy: -107416.303 eV
* LUMO: -2.72 eV
* E_HOMO: -10.44 eV
* multiplicity: 1
* relative energy (zero: lowest compared OMol25 entry of this formula, charge and spin): 11.1 kJ/mol

=====

[12]
Below is 2 unconnected molecules or ions with the total composition C4H11N3O2 in a non-equilibrium geometry, with properties calculated with wB97M-V/def2-TZVPD.

XYZ file:
```
20
C4H11N3O2 | OMol25 | wB97M-V/def2-TZVPD
H 0.35 -4.23 -1.16
N 0.51 -3.30 -1.52
C -0.18 -2.39 -0.93
N -1.48 -2.70 -0.47
N 0.31 -1.20 -0.51
C 1.72 -1.03 -0.27
H -1.75 -2.08 0.28
H -2.25 -2.81 -1.12
H -0.39 -0.55 -0.19
H 1.89 -0.10 0.26
H 2.28 -1.03 -1.22
H 2.17 -1.95 0.14
C -0.20 3.31 -0.08
C -0.22 2.84 1.39
O 0.30 3.37 2.33
O -1.20 1.91 1.54
H -0.88 4.16 -0.06
H -0.52 2.48 -0.67
H 0.82 3.70 -0.17
H -1.26 1.59 2.43
```

Summary:
* net charge: 0
* frontier orbital gap: 8.92 eV
* electronic energy: -12891.295 eV
* LUMO: 0.31 eV
* E_HOMO: -8.62 eV
* multiplicity: 1
* relative energy (zero: lowest compared OMol25 entry of this formula, charge and spin): 148.1 kJ/mol